Model a:
This record from the Open Molecules 2025 dataset describes a 2-piece molecular cluster, CH2FNO overall. The level of theory is the ωB97M-V functional and the def2-TZVPD basis.

```
! wB97M-V def2-TZVPD RIJCOSX def2/J DEFGRID3
* xyz 0 1
H 0.287 2.891 0.056
N 0.383 1.639 -0.062
F -1.257 -2.226 -0.547
O 0.785 -0.626 0.237
C 0.621 0.475 0.032
H -0.819 -2.153 0.284
*
```

As for the highest occupied orbital energy: -0.405 Eh. The calculation puts the LUMO energy at 0.15 eV. The value obtained for the HOMO-LUMO gap is 11.177 eV.

Löwdin charges in e: 0.27 0.12 -0.10 0.14 -0.51 0.07


Model b:
This record from the Open Molecules 2025 dataset describes a 2-piece molecular cluster, CH2FNO overall. The level of theory is the ωB97M-V functional and the def2-TZVPD basis.

```
! wB97M-V def2-TZVPD RIJCOSX def2/J DEFGRID3
* xyz 0 1
F 0.089 -0.023 -1.799
H -1.651 1.311 0.178
H 1.139 -1.672 -0.165
O 0.317 1.609 -0.150
C 0.088 0.320 -0.565
N -0.728 0.788 0.444
*
```

As for the highest occupied orbital energy (spin up / spin down): -0.386 / -0.345 Eh. The calculation puts the LUMO energy (spin up / spin down) at -0.20 / -0.44 eV. The value obtained for the HOMO-LUMO gap (spin up / spin down) is 10.315 / 8.932 eV.

Löwdin charges in e: 0.12 0.16 0.13 0.01 -0.50 0.08


Model c:
This record from the Open Molecules 2025 dataset describes a 2-piece molecular cluster, CH2FNO overall. The level of theory is the ωB97M-V functional and the def2-TZVPD basis.

```
! wB97M-V def2-TZVPD RIJCOSX def2/J DEFGRID3
* xyz 0 1
H 0.593 -0.390 0.437
C -1.451 -0.583 0.535
H -0.303 0.218 -0.766
F -2.562 0.102 -0.795
N -0.324 -0.111 0.133
O -1.887 -1.233 1.392
*
```

As for the highest occupied orbital energy: -0.436 Eh. The calculation puts the LUMO energy at 0.18 eV. The value obtained for the HOMO-LUMO gap is 12.052 eV.

Löwdin charges in e: 0.14 -0.35 0.09 -0.30 0.21 0.21


Model d:
This record from the Open Molecules 2025 dataset describes a 2-piece molecular cluster, CH2FNO overall. The level of theory is the ωB97M-V functional and the def2-TZVPD basis.

```
! wB97M-V def2-TZVPD RIJCOSX def2/J DEFGRID3
* xyz 0 1
F 1.615 0.052 0.587
H -0.389 1.235 0.063
H 1.053 -0.778 -0.938
O -2.122 0.180 0.116
N 0.794 -0.940 0.020
C -0.952 0.250 0.152
*
```

As for the highest occupied orbital energy (spin up / spin down): -0.351 / -0.351 Eh. The calculation puts the LUMO energy (spin up / spin down) at -0.15 / -0.15 eV. The value obtained for the HOMO-LUMO gap (spin up / spin down) is 9.415 / 9.410 eV.

Löwdin charges in e: -0.21 0.11 0.03 0.10 0.02 -0.06


Bottom line: model c, by a margin of 0.539 eV.


Model a:
This record from the Open Molecules 2025 dataset describes one molecule with the formula C7H14N2O3. The level of theory is the ωB97M-V functional and the def2-TZVPD basis.

```
! wB97M-V def2-TZVPD RIJCOSX def2/J DEFGRID3
* xyz 0 1
C -2.409 -1.763 -2.700
H 0.861 1.494 -1.229
N 1.046 0.209 0.542
H -1.220 1.248 1.796
C 1.106 2.498 0.586
H 2.459 1.651 -0.694
C 0.369 -0.970 -0.238
H -0.328 2.006 3.137
H 1.209 -1.438 -0.934
C -0.314 2.968 0.930
H -2.158 -0.959 -3.412
H -1.844 2.648 2.596
H -2.393 -2.665 -3.506
H -0.235 -1.720 0.506
H -0.358 4.105 1.033
H -3.437 -1.779 -2.054
O -0.694 -0.666 -1.293
C -1.224 -2.000 -1.833
O 1.303 -1.322 2.169
H 1.718 2.715 1.521
H -1.089 2.785 0.263
O -0.787 -3.162 -1.844
C -0.776 2.180 2.372
N 1.473 0.169 1.698
C 1.465 1.305 -0.250
H 1.303 3.169 -0.157
*
```

As for the highest occupied orbital energy: -0.344 Eh. The calculation puts the LUMO energy at -0.28 eV. The value obtained for the HOMO-LUMO gap is 9.087 eV.

Here are the Löwdin charges for atoms 1 to 8, given in e: -0.04 0.16 -0.17 0.09 -0.27 0.16 -0.04 -0.07


Model b:
This record from the Open Molecules 2025 dataset describes one molecule with the formula C7H14N2O3. The level of theory is the ωB97M-V functional and the def2-TZVPD basis.

```
! wB97M-V def2-TZVPD RIJCOSX def2/J DEFGRID3
* xyz 0 1
O -2.620 1.776 3.406
H -0.973 1.459 0.153
H 0.123 -0.071 -3.547
C -0.682 1.731 2.181
H -0.207 -1.947 0.514
H 0.252 1.807 2.812
H 2.578 0.157 -2.150
N 2.164 0.673 -1.311
H -0.945 -1.581 -3.143
C 0.813 0.363 -0.941
C 0.795 0.558 0.579
O 1.577 0.273 1.453
H -1.683 -1.628 -0.492
H -0.542 -0.426 3.154
C 0.321 -1.027 -1.378
O -1.498 -0.205 3.247
H 0.708 -1.821 -3.213
H 2.746 1.060 -0.513
C -0.609 -1.869 -0.432
H 0.167 1.099 -1.311
C -0.053 -1.031 -2.909
C -1.640 1.142 3.106
N -0.412 1.083 0.950
H -0.578 -2.920 -0.918
H -1.093 2.757 1.963
H 1.289 -1.410 -1.260
*
```

As for the highest occupied orbital energy: -0.340 Eh. The calculation puts the LUMO energy at 0.58 eV. The value obtained for the HOMO-LUMO gap is 9.840 eV.

Here are the Löwdin charges for atoms 1 to 8, given in e: 0.12 0.17 0.11 -0.14 0.03 0.16 0.12 0.03


Bottom line: model b, by a margin of 9.107 eV.


Model a:
This record from the Open Molecules 2025 dataset describes an isolated ion of composition C4H10N3 and charge +1. The level of theory is the ωB97M-V functional and the def2-TZVPD basis.

```
! wB97M-V def2-TZVPD RIJCOSX def2/J DEFGRID3
* xyz 1 1
N 1.379 0.190 -0.051
H 2.083 1.444 1.426
H 0.696 -1.191 -1.524
H -3.088 0.826 0.105
C 0.467 1.210 -0.591
H 0.768 2.260 -0.511
C -2.688 -0.179 0.291
H -3.237 -0.748 -0.394
N -1.282 -0.179 0.196
H 0.435 -1.773 0.054
C 1.166 -1.228 -0.491
N -0.923 0.965 -0.135
H 0.484 0.945 -1.642
H 2.087 -1.738 -0.368
H 2.525 -0.490 1.399
C 2.069 0.390 0.995
H -2.941 -0.703 1.239
*
```

As for the highest occupied orbital energy: -0.503 Eh. The calculation puts the LUMO energy at -4.96 eV. The value obtained for the HOMO-LUMO gap is 8.726 eV.

Here are the Löwdin charges for atoms 1 to 8, given in e: -0.13 0.16 0.13 0.10 -0.11 0.15 -0.10 0.07


Model b:
This record from the Open Molecules 2025 dataset describes an isolated ion of composition C4H10N3 and charge +1. The level of theory is the ωB97M-V functional and the def2-TZVPD basis.

```
! wB97M-V def2-TZVPD RIJCOSX def2/J DEFGRID3
* xyz 1 1
H 1.832 0.146 1.515
H -1.377 1.642 -1.094
N -1.116 -0.647 1.162
N 1.730 0.425 0.550
H -2.416 0.258 -0.710
H -1.641 -1.317 0.776
H 0.093 -1.950 -1.071
H 2.597 -1.323 -0.399
N 0.472 1.059 0.454
H 0.183 1.538 1.259
H -1.837 0.076 1.324
C 0.448 -1.019 -0.581
C -1.479 0.548 -1.075
H 2.613 1.158 0.246
C 1.674 -0.772 -0.317
C -0.472 0.025 -0.012
H -1.304 0.153 -2.028
*
```

As for the highest occupied orbital energy: -0.537 Eh. The calculation puts the LUMO energy at -3.60 eV. The value obtained for the HOMO-LUMO gap is 11.004 eV.

Here are the Löwdin charges for atoms 1 to 8, given in e: 0.18 0.10 0.12 0.05 0.06 0.03 0.17 0.14


Bottom line: model b, by a margin of 0.497 eV.


Model a:
This record from the Open Molecules 2025 dataset describes C7H11N as an isolated structure. The level of theory is the ωB97M-V functional and the def2-TZVPD basis.

```
! wB97M-V def2-TZVPD RIJCOSX def2/J DEFGRID3
* xyz 0 1
H -1.713 -0.312 -2.221
H 0.045 -0.471 2.236
C -1.043 -1.605 0.025
H -1.614 1.115 -1.136
H 1.745 -0.650 1.802
H 1.156 0.850 2.526
C 1.091 -0.718 -0.900
H -1.520 -2.218 -0.742
H -0.404 0.854 -2.367
H 0.524 2.345 -0.762
H -0.405 -2.250 0.623
C -1.045 0.337 -1.656
H -1.820 -1.199 0.677
N 2.255 -0.824 -1.006
H 0.807 2.632 1.020
C -0.290 -0.477 -0.640
C 0.650 0.619 0.473
C 0.913 0.048 1.831
C 0.668 1.923 0.217
*
```

As for the highest occupied orbital energy: -0.316 Eh. The calculation puts the LUMO energy at 0.79 eV. The value obtained for the HOMO-LUMO gap is 9.392 eV.

Here are the Löwdin charges for atoms 1 to 8, given in e: 0.08 0.07 -0.04 0.09 0.09 0.08 -0.30 0.09


Model b:
This record from the Open Molecules 2025 dataset describes one molecule with the formula C7H11N. The level of theory is the ωB97M-V functional and the def2-TZVPD basis.

```
! wB97M-V def2-TZVPD RIJCOSX def2/J DEFGRID3
* xyz 0 1
C 2.305 -0.438 0.668
H 3.163 0.199 0.878
H -0.796 2.141 -0.400
C -2.049 -0.528 0.942
H 0.967 -2.078 -1.307
H 2.633 -1.294 0.083
C 0.005 -0.450 -0.359
H 1.898 -0.812 1.606
C -1.645 1.466 -0.485
H -1.761 -1.485 1.342
C 0.049 -1.635 -0.959
H 2.186 1.997 -0.185
N 1.313 1.532 -0.427
H -2.511 1.883 0.021
C -1.282 0.133 0.086
H -0.854 -2.183 -1.165
H -2.990 -0.130 1.282
H -1.870 1.358 -1.546
C 1.238 0.324 -0.074
*
```

As for the highest occupied orbital energy: -0.333 Eh. The calculation puts the LUMO energy at 0.97 eV. The value obtained for the HOMO-LUMO gap is 10.029 eV.

Here are the Löwdin charges for atoms 1 to 8, given in e: -0.03 0.08 0.05 0.06 0.06 0.07 -0.26 0.09


Bottom line: model b, by a margin of 1.307 eV.


Model a:
This record from the Open Molecules 2025 dataset describes a 2-piece molecular cluster, C7H11N overall. The level of theory is the ωB97M-V functional and the def2-TZVPD basis.

```
! wB97M-V def2-TZVPD RIJCOSX def2/J DEFGRID3
* xyz 0 1
H -2.709 -1.476 0.397
N -1.911 0.755 -0.031
H -0.929 0.759 0.017
C 1.461 0.016 -1.619
H 1.548 1.891 1.212
C 1.301 -1.259 -1.061
H -3.660 0.060 1.305
C 0.811 -1.264 0.258
H 1.837 -2.132 -1.890
H -1.705 -0.150 1.603
H 0.714 -2.198 0.916
H 0.736 -0.052 2.130
H 1.955 0.047 -2.620
C 1.086 -0.012 1.011
C 1.346 1.142 0.522
H -2.335 0.731 -1.032
C 1.563 1.196 -0.819
C -2.578 -0.295 0.920
H 1.468 2.242 -1.220
*
```

As for the highest occupied orbital energy: -0.320 Eh. The calculation puts the LUMO energy at 0.72 eV. The value obtained for the HOMO-LUMO gap is 9.439 eV.

Here are the Löwdin charges for atoms 1 to 8, given in e: 0.12 -0.09 -0.05 -0.12 0.10 -0.12 0.08 -0.08


Model b:
This record from the Open Molecules 2025 dataset describes one molecule with the formula C7H11N. The level of theory is the ωB97M-V functional and the def2-TZVPD basis.

```
! wB97M-V def2-TZVPD RIJCOSX def2/J DEFGRID3
* xyz 0 1
C 0.897 -0.679 -2.173
H 1.962 -0.851 -1.904
C -0.059 -1.787 -1.907
H -1.588 1.715 2.104
H 0.226 1.519 -0.380
N 0.499 1.559 1.843
C -0.034 1.069 0.602
H -1.002 0.164 -1.510
H -0.056 -2.355 0.824
H -0.360 -1.235 2.238
C -0.252 -0.538 -1.158
H 0.279 -2.702 -1.430
C -0.054 -0.409 0.312
H 1.202 2.261 1.852
C -0.796 1.970 1.455
H 0.797 0.013 -2.987
H -1.105 2.891 0.996
H -0.846 -1.816 -2.683
C -0.202 -1.379 1.199
*
```

As for the highest occupied orbital energy: -0.325 Eh. The calculation puts the LUMO energy at 1.03 eV. The value obtained for the HOMO-LUMO gap is 9.871 eV.

Here are the Löwdin charges for atoms 1 to 8, given in e: -0.11 0.11 -0.13 0.09 0.14 0.05 -0.29 0.14


Bottom line: model b, by a margin of 0.840 eV.


Model a:
This record from the Open Molecules 2025 dataset describes one molecule with the formula C6H13N3. The level of theory is the ωB97M-V functional and the def2-TZVPD basis.

```
! wB97M-V def2-TZVPD RIJCOSX def2/J DEFGRID3
* xyz 0 1
H 0.927 2.185 -1.325
C -1.102 -0.884 -0.897
H 0.705 -0.880 1.738
H 2.485 1.606 1.681
H -1.277 0.795 0.445
C 1.683 1.932 1.134
C -1.842 0.275 -0.327
C 1.068 0.819 0.274
H 1.008 2.255 1.929
H -2.579 -2.463 -0.794
H -0.975 -2.996 -0.935
H -2.774 -0.037 -0.118
N 0.349 0.396 -1.959
C 1.303 -0.539 0.851
H 2.283 -0.601 1.290
H 1.803 2.854 0.554
H -1.550 -2.213 0.589
N 0.730 1.145 -1.004
H -1.977 0.951 -1.300
N -0.039 -0.851 -1.595
C -1.594 -2.294 -0.484
H 1.364 -1.454 0.254
*
```

As for the highest occupied orbital energy: -0.250 Eh. The calculation puts the LUMO energy at 0.79 eV. The value obtained for the HOMO-LUMO gap is 7.587 eV.

Here are the Löwdin charges for atoms 1 to 8, given in e: 0.21 -0.42 0.10 0.03 0.07 -0.05 -0.04 -0.33


Model b:
This record from the Open Molecules 2025 dataset describes one molecule with the formula C6H13N3. The level of theory is the ωB97M-V functional and the def2-TZVPD basis.

```
! wB97M-V def2-TZVPD RIJCOSX def2/J DEFGRID3
* xyz 0 1
C -1.885 -1.211 1.068
H 2.976 1.189 0.383
C -0.913 -0.091 0.808
H 1.165 1.766 -1.646
N 2.130 1.264 0.932
H -2.761 -0.860 1.626
H 1.154 0.450 -2.690
H -2.323 1.512 1.047
H -0.840 2.005 0.222
C -1.557 1.191 0.327
H 2.272 1.399 1.923
H -1.410 -2.014 1.631
C 0.835 -0.027 -0.719
H 0.544 -2.115 -0.245
H -2.250 -1.618 0.119
N 1.343 0.776 -1.753
C 1.141 0.352 0.625
H 1.612 -1.816 -1.627
H -2.061 1.047 -0.633
H -0.137 -1.627 -1.798
C 0.702 -1.477 -1.111
N 0.261 -0.096 1.510
*
```

As for the highest occupied orbital energy: -0.244 Eh. The calculation puts the LUMO energy at 0.96 eV. The value obtained for the HOMO-LUMO gap is 7.604 eV.

Here are the Löwdin charges for atoms 1 to 8, given in e: -0.06 0.09 -0.39 0.08 0.13 0.08 0.08 0.08


Model c:
This record from the Open Molecules 2025 dataset describes a 3-piece molecular cluster, C6H13N3 overall. The level of theory is the ωB97M-V functional and the def2-TZVPD basis.

```
! wB97M-V def2-TZVPD RIJCOSX def2/J DEFGRID3
* xyz 0 1
N 1.614 2.237 0.966
H -2.433 -0.647 -1.343
H -2.194 -1.264 0.904
H -0.695 -1.188 1.740
H 0.873 -3.096 -0.543
C 0.437 1.514 1.064
H 1.397 -0.723 0.609
H 2.063 2.264 0.064
H -0.969 -0.270 -2.270
H 1.213 0.159 -1.009
H -1.373 1.151 2.121
N 1.252 -2.373 -2.406
H -0.350 2.525 2.787
N -1.193 -1.174 0.861
H -1.637 0.932 -1.149
C -0.612 -0.612 -0.191
C 0.867 -2.230 -1.224
C 0.772 -0.417 -0.214
H 1.216 -1.505 -2.955
H 1.683 3.125 1.458
C -1.470 -0.137 -1.314
C -0.459 1.729 2.042
*
```

As for the highest occupied orbital energy (spin up / spin down): -0.225 / -0.225 Eh. The calculation puts the LUMO energy (spin up / spin down) at 0.45 / 0.45 eV. The value obtained for the HOMO-LUMO gap (spin up / spin down) is 6.567 / 6.570 eV.

Here are the Löwdin charges for atoms 1 to 8, given in e: -0.01 0.09 0.13 0.13 0.06 -0.36 0.10 0.05


Model d:
This record from the Open Molecules 2025 dataset describes one molecule with the formula C6H13N3. The level of theory is the ωB97M-V functional and the def2-TZVPD basis.

```
! wB97M-V def2-TZVPD RIJCOSX def2/J DEFGRID3
* xyz 0 1
H 0.309 1.436 2.256
N 0.466 -2.067 -0.878
H 1.693 -1.007 1.171
C 0.309 0.366 2.103
H 0.058 -0.248 2.960
H -0.055 -2.914 -1.116
N -1.315 -1.543 0.586
H -1.818 -2.405 0.441
H 1.704 1.690 0.292
H -1.924 1.304 -0.963
H -1.075 1.181 0.746
H -1.530 -1.000 1.413
C 0.169 0.867 -0.970
C -1.016 1.494 -0.391
C 0.955 -0.231 0.986
N 0.230 0.536 -2.273
C -0.092 -1.350 0.022
H 0.852 -0.237 -2.490
C 1.391 0.725 -0.124
H -0.882 2.574 -0.280
H -0.644 0.509 -2.780
H 2.216 0.320 -0.710
*
```

As for the highest occupied orbital energy (spin up / spin down): -0.215 / -0.231 Eh. The calculation puts the LUMO energy (spin up / spin down) at 0.21 / 0.53 eV. The value obtained for the HOMO-LUMO gap (spin up / spin down) is 6.045 / 6.827 eV.

Here are the Löwdin charges for atoms 1 to 8, given in e: 0.03 0.06 0.12 -0.11 0.03 0.03 0.11 0.09


Bottom line: model b, by a margin of 2.011 eV.